[1]
This record from the OMol25 dataset describes a single C4H3N3O molecule. The level of theory is the ωB97M-V functional and the def2-TZVPD basis.

As for the HOMO energy (alpha / beta): -0.2062 / -0.3980 Eh. The frontier orbital gap (alpha / beta) is 0.228 / 0.315 hartree. The value obtained for the relative energy (zero: lowest compared OMol25 entry of this formula, charge and spin) is 0.000 eV. Its multiplicity is 3.

```
11
C4H3N3O, DFT the ωB97M-V functional and the def2-TZVPD basis
C -1.99453 -0.42687 0.00973
C 1.55259 -0.69162 -0.01337
C -0.64511 -0.29861 0.12551
C 0.17905 0.89862 0.10501
N -3.13611 -0.59556 0.09215
N 1.46180 0.60942 0.11939
N 0.29155 -1.30124 0.08546
O -0.32848 2.16377 0.02704
H 2.54702 -1.09744 -0.12496
H -0.11178 -2.19465 -0.19977
H 0.18400 2.93416 -0.22618
```

---

[2]
This record from the OMol25 dataset describes 2 unconnected molecules or ions with the total composition C4H3N3O2. The level of theory is the ωB97M-V functional and the def2-TZVPD basis.

As for the HOMO energy (alpha / beta): -0.3554 / -0.3554 Eh. The frontier orbital gap (alpha / beta) is 0.331 / 0.331 hartree. The value obtained for the relative energy (zero: lowest compared OMol25 entry of this formula, charge and spin) is 6.224 eV.

```
12
C4H3N3O2, DFT the ωB97M-V functional and the def2-TZVPD basis
C 0.68554 1.58841 2.70777
C 1.46080 0.55979 2.34315
C 1.10502 0.79842 -0.17196
C -0.27201 0.54230 -0.49067
N 0.04732 2.52927 2.99623
N 2.25158 -0.24549 2.64036
N 2.17801 1.10426 -0.62417
O 3.34957 1.27537 -0.51470
O 3.04901 -1.08741 2.93476
H -0.76398 -0.05376 0.26812
H -0.93236 1.37171 -0.82899
H -0.26647 -0.22990 -1.26926
```